Entry from the OMol25 dataset: a molecular structure, C9H18ClNaO13 in a non-equilibrium geometry (ωB97M-V with the def2-TZVPD basis set).

Geometry as XYZ:
```
42
Properties=species:S:1:pos:R:3:forces:R:3
Na -0.185612 0.520391 -1.077505 -0.7074 -0.1030 0.5063
Cl -4.163319 0.996234 -0.094690 0.0098 -0.2545 -0.1865
O -2.769564 0.917755 -0.555029 0.4523 -0.0281 -0.1066
O -4.170011 1.578743 1.220879 -0.1012 0.0685 0.0017
O -4.903579 1.805631 -1.015401 0.0169 0.0008 0.0321
O -4.694840 -0.340748 -0.044469 0.0509 0.0327 -0.0635
C 1.901297 -2.578742 -3.366790 0.3799 -0.0263 -0.0400
O 0.627463 -3.211829 -3.312601 -0.1292 -0.0464 0.1588
C -0.362557 -2.486314 -2.815447 -0.5593 -0.1473 -0.1004
O -0.312721 -1.306783 -2.555990 0.5074 0.7629 0.3240
O -1.433046 -3.232234 -2.672926 0.2558 -0.4380 -0.1432
C -2.578808 -2.613248 -2.090266 -0.9549 0.7816 -0.0448
H 2.181064 -2.158212 -2.401046 -0.1564 -0.0503 0.0240
H 1.939922 -1.793588 -4.120181 -0.1513 -0.0280 -0.0513
H 2.587261 -3.379743 -3.627316 0.0589 0.0827 -0.0460
H -2.381162 -2.211644 -1.098385 0.0965 -0.2382 0.0647
H -3.375410 -3.349782 -2.085058 0.2633 -0.2600 0.2341
H -2.967833 -1.782579 -2.685974 0.4167 -0.0203 -0.1286
C -1.432706 1.854550 2.351583 -0.6082 -0.7299 0.0994
O -0.969794 3.169195 2.056011 0.3580 0.4439 0.0511
C -0.066951 3.295822 1.113106 -0.6550 -0.1020 -0.1246
O 0.353787 2.407539 0.397972 0.3277 -0.3930 -0.2751
O 0.283957 4.567619 1.022537 0.0486 0.1408 0.4077
C 1.239793 4.907477 0.031906 -0.4649 -0.1991 -1.0730
H -1.936624 1.389786 1.507028 0.3509 0.1664 -0.1049
H -2.199647 1.959828 3.113715 0.1689 0.1915 0.0842
H -0.623167 1.226227 2.711536 0.1586 0.0373 -0.0112
H 1.214008 5.988757 -0.039549 0.4003 0.0559 0.3289
H 0.912424 4.544259 -0.948434 -0.0037 -0.1142 0.1486
H 2.214624 4.468683 0.225688 0.1019 0.2450 0.2638
C 3.528021 -1.584903 0.227804 -0.3351 -0.2405 0.3927
O 2.087873 -1.634149 0.159666 -0.0184 0.4331 -0.7322
C 1.344772 -1.325994 1.221197 0.2892 -0.6303 0.2377
O 0.202417 -0.975299 1.119095 -0.0705 0.3491 -0.1556
O 2.006844 -1.544985 2.359114 0.0897 0.4613 -0.1473
C 1.418709 -0.986508 3.530615 -0.0255 1.0348 0.6071
H 3.894555 -1.317054 -0.758142 -0.1417 -0.0205 -0.0809
H 3.875498 -2.577698 0.503228 0.2491 0.1088 0.0972
H 3.827482 -0.832696 0.952158 0.1859 -0.1110 0.0167
H 1.268242 0.098271 3.463292 -0.1331 -0.1791 -0.6341
H 2.162323 -1.038986 4.323484 -0.1619 -0.7675 0.0128
H 0.455014 -1.433051 3.753586 0.1406 -0.2695 0.1564
```
Positions in Å, forces in eV/Å.

As for the HOMO energy: -8.897 eV. The energy is -1954.16320 a.u. For the LUMO energy, the calculation gives -0.46 eV.

***

Entry from the OMol25 dataset: 2 unconnected molecules or ions with the total composition C14H32ClFN2O5S2 in a non-equilibrium geometry (ωB97M-V with the def2-TZVPD basis set).

Geometry as XYZ:
```
57
Properties=species:S:1:pos:R:3:forces:R:3
C 2.612001 0.673675 1.755866 -0.0996 0.0852 0.3990
C 1.898926 1.981723 1.372636 0.1304 -0.0045 -0.3571
C 1.565824 2.039249 -0.124292 0.2325 -0.1823 0.0074
C 0.554976 0.975204 -0.594935 0.1062 0.0691 -0.1105
C -0.807604 1.544624 -0.995767 0.0885 -0.0511 0.0992
C -1.497795 2.435326 0.047982 -0.1315 -0.2007 -0.5238
N -2.713312 1.784980 0.650475 0.3395 0.6258 0.7405
C -3.822630 2.777876 0.744473 -0.2626 -0.1077 0.1818
C -5.180148 2.257670 1.207649 -0.1516 -0.1242 -0.3200
C -5.768896 1.182183 0.260471 -0.2314 0.0066 -0.0002
C -6.119772 -0.183273 0.884570 0.0951 0.2380 0.2322
S -5.307318 -1.576502 0.077372 -0.1648 0.0669 -0.3873
O -6.312099 -2.411216 -0.505418 0.0901 0.0766 0.0580
O -4.202109 -1.122051 -0.708120 -0.0013 -0.0401 0.1415
Cl -4.533775 -2.626182 1.633368 0.0503 -0.0356 0.1293
S -2.329472 1.086639 2.077095 -0.0865 -0.3305 -0.2159
O -3.441968 0.396666 2.623685 -0.0702 0.0747 -0.0253
O -1.053615 0.475932 1.989678 -0.1250 0.0880 0.0262
F -2.131819 2.353243 3.015952 0.0182 -0.0642 -0.0267
H 2.552852 -0.076969 0.967212 0.0283 0.0153 -0.0115
H 3.663030 0.851405 1.987820 0.0313 -0.0408 -0.1785
H 2.175159 0.242016 2.657935 -0.0228 -0.0672 -0.0646
H 2.562480 2.822812 1.586912 -0.1294 0.0469 0.1599
H 0.991853 2.105464 1.966489 0.0347 0.0154 0.0125
H 2.505685 1.884053 -0.663357 -0.0137 0.0649 -0.0067
H 1.235140 3.046590 -0.399960 -0.0901 -0.0351 0.0149
H 0.441726 0.206261 0.168809 -0.0604 0.0586 0.0083
H 0.963503 0.469834 -1.473825 -0.0677 -0.0326 0.0057
H -0.668659 2.132795 -1.907178 -0.0237 0.0199 0.0292
H -1.490035 0.730507 -1.248882 -0.0170 0.0334 -0.0276
H -1.879588 3.330116 -0.440271 0.0217 0.0034 0.0264
H -0.807709 2.776760 0.821153 -0.0355 -0.0513 0.0210
H -3.952220 3.170430 -0.264558 0.1050 -0.1125 -0.0441
H -3.503798 3.615048 1.374266 -0.0332 -0.0077 0.0025
H -5.172142 1.929890 2.243189 0.1015 -0.0711 0.0054
H -5.840700 3.127894 1.174799 0.0614 0.0194 0.0540
H -5.098034 1.028673 -0.584380 0.0569 -0.0135 0.0358
H -6.696962 1.575779 -0.155964 0.0538 -0.0214 -0.0798
H -7.178325 -0.421367 0.794281 0.0414 -0.0423 -0.0638
H -5.861495 -0.234171 1.938329 0.1691 -0.0112 0.0286
C 5.968915 -1.244917 -1.765121 -0.0296 0.0836 0.0142
O 4.557461 -1.272818 -1.695325 0.0366 0.0097 -0.0061
C 3.933554 -2.374891 -2.325875 -0.1078 -0.0160 -0.0307
C 3.894849 -3.653991 -1.479674 0.1006 -0.0016 0.0752
C 5.229389 -4.388770 -1.404460 0.0016 -0.0555 -0.0323
N 3.411062 -3.405066 -0.119685 -0.0511 0.1372 -0.1348
H 6.328025 -1.655649 -2.714042 0.0126 -0.0152 0.0022
H 6.432137 -1.793459 -0.941350 0.0146 -0.0424 -0.0349
H 6.276728 -0.202022 -1.695152 -0.0078 0.0016 -0.0082
H 2.904136 -2.055163 -2.507282 0.0070 0.0250 0.0189
H 4.396569 -2.564237 -3.303874 0.0404 -0.0331 0.0256
H 3.177994 -4.322472 -1.967081 -0.0197 0.0327 -0.0311
H 5.919093 -3.895328 -0.719482 -0.0042 0.0270 -0.0105
H 5.075170 -5.401128 -1.032895 -0.0081 0.0138 0.0329
H 5.705003 -4.453243 -2.385045 0.0019 0.0074 0.0020
H 2.468617 -3.028374 -0.164719 -0.0352 -0.0842 0.0534
H 3.970142 -2.648058 0.265505 0.0105 -0.0508 0.0884
```
Positions in Å, forces in eV/Å.

As for the SMILES: CCCCCCN(CCCCS(=O)(=O)Cl)S(=O)(=O)F.COC[C@@H](C)N. As for the HOMO energy: -9.164 eV. The energy is -2394.72896 a.u. For the LUMO energy, the calculation gives 0.55 eV.